ORCA calculation (the ωB97M-V functional and the def2-TZVPD basis) on a 21-piece molecular cluster, C24H43BCl40O6 overall.

Each line ends with the Mulliken charge.
Atoms and positions in Å:
O  -1.838  1.313  -3.904  -0.4967
C  -2.758  2.026  -3.452  0.2971
C  -4.275  1.554  -3.290  0.9100
C  -4.836  2.511  -2.405  0.6154
O  -6.125  2.664  -1.844  -0.4780
B  -7.178  2.227  -2.741  0.7779
O  -7.807  3.173  -3.648  -0.4789
O  -7.713  0.881  -2.776  -0.5510
C  -3.706  3.551  -1.981  0.2123
O  -3.735  4.319  -0.993  -0.5633
O  -2.689  3.392  -2.985  -0.2510
H  -4.823  0.665  -3.750  -0.7277
H  -7.115  3.848  -3.860  0.3030
H  -7.091  0.261  -3.214  0.3217
C  -0.074  -1.703  -4.465  -0.0471
Cl  -1.165  -2.737  -3.533  -0.1849
Cl  1.615  -2.153  -4.197  -0.1177
H  -0.305  -1.808  -5.524  0.2480
H  -0.218  -0.668  -4.157  0.1255
C  -1.294  3.214  1.081  -0.1262
Cl  0.394  3.158  1.600  -0.1798
Cl  -1.599  2.063  -0.225  -0.0303
H  -1.933  2.965  1.927  0.2498
H  -1.524  4.218  0.728  0.1109
C  4.438  -4.630  -4.387  -0.2696
Cl  4.680  -6.351  -4.066  -0.1535
Cl  4.605  -3.675  -2.909  -0.1434
H  5.182  -4.296  -5.109  0.3543
H  3.438  -4.482  -4.792  0.2098
C  2.424  -5.624  -0.944  0.3594
Cl  3.371  -6.143  0.457  -0.1853
Cl  0.853  -4.981  -0.451  -0.1374
H  2.974  -4.848  -1.474  -0.3144
H  2.267  -6.479  -1.601  0.2649
C  -3.207  7.576  -0.738  0.2867
Cl  -3.108  7.817  1.010  -0.1636
Cl  -4.166  8.849  -1.505  -0.2163
H  -2.201  7.592  -1.155  0.2773
H  -3.673  6.613  -0.938  -0.1761
C  -5.790  10.778  1.038  0.4117
Cl  -6.714  12.136  0.383  -0.1677
Cl  -6.791  9.777  2.098  -0.1674
H  -5.427  10.166  0.214  -0.3135
H  -4.948  11.165  1.609  0.2492
C  -6.528  10.166  6.064  0.0195
Cl  -7.616  9.134  7.000  -0.1569
Cl  -4.839  9.707  6.315  -0.1182
H  -6.767  10.067  5.007  -0.0204
H  -6.664  11.200  6.378  0.2754
C  6.742  -4.019  0.293  0.0597
Cl  7.638  -4.195  1.806  -0.0845
Cl  7.705  -4.550  -1.091  -0.1763
H  5.837  -4.623  0.346  -0.0731
H  6.479  -2.970  0.159  0.2889
C  -4.220  -2.401  -5.760  -0.2093
Cl  -4.672  -0.998  -4.782  -0.0251
Cl  -3.943  -1.940  -7.443  -0.1355
H  -3.306  -2.834  -5.356  0.0524
H  -5.025  -3.134  -5.721  0.3488
C  8.593  -7.128  4.068  -0.0908
Cl  9.505  -8.551  3.551  -0.1611
Cl  8.706  -6.898  5.818  -0.0870
H  8.996  -6.248  3.569  0.0587
H  7.547  -7.260  3.795  0.2744
C  11.316  -5.065  -0.819  0.1224
Cl  12.229  -6.488  -1.334  -0.1667
Cl  11.424  -4.835  0.930  -0.1379
H  11.721  -4.185  -1.316  0.2867
H  10.271  -5.196  -1.094  -0.0965
C  -2.962  -1.034  1.327  -0.3530
Cl  -3.565  -0.410  -0.213  -0.0006
Cl  -3.126  0.168  2.613  -0.1364
H  -3.534  -1.921  1.598  0.1256
H  -1.909  -1.293  1.217  0.3728
C  -7.341  -0.141  3.468  -0.3588
Cl  -6.436  -0.332  4.975  -0.1590
Cl  -6.385  -0.666  2.077  -0.0488
H  -8.247  -0.742  3.521  0.2844
H  -7.601  0.909  3.343  0.2901
C  9.048  -0.563  3.591  -0.2764
Cl  8.379  -1.872  4.572  -0.1330
Cl  8.053  -0.262  2.161  -0.1394
H  9.087  0.344  4.192  0.3028
H  10.052  -0.839  3.272  0.2482
C  -2.712  1.318  -9.401  -0.2963
Cl  -2.627  1.555  -7.652  -0.0700
Cl  -3.669  2.588  -10.173  -0.1853
H  -1.703  1.337  -9.810  0.3111
H  -3.174  0.353  -9.605  0.1903
C  -5.434  4.804  -12.383  0.3338
Cl  -4.322  6.109  -12.810  -0.1501
Cl  -7.034  5.435  -11.975  -0.1538
H  -5.526  4.126  -13.230  0.2801
H  -5.036  4.268  -11.523  -0.2662
C  11.884  -8.900  6.590  0.1562
Cl  12.125  -10.621  6.916  -0.1648
Cl  12.041  -7.942  8.068  -0.1553
H  12.632  -8.567  5.872  0.2890
H  10.886  -8.755  6.179  -0.1287
C  7.976  -7.315  9.347  0.0583
Cl  8.218  -9.034  9.675  -0.1484
Cl  8.133  -6.355  10.823  -0.1660
H  8.724  -6.982  8.627  -0.0303
H  6.978  -7.170  8.934  0.2825
C  -1.489  8.860  7.860  0.0906
Cl  -0.591  7.436  7.318  -0.1514
Cl  -1.347  9.076  9.609  -0.1557
H  -1.090  9.741  7.361  0.2714
H  -2.540  8.734  7.604  -0.0490
C  -7.359  -4.516  1.381  -0.3144
Cl  -7.952  -3.318  0.225  -0.1296
Cl  -5.608  -4.395  1.588  -0.1240
H  -7.842  -4.349  2.343  0.2462
H  -7.603  -5.512  1.014  0.3199

F_max, eV/Å: 5.717
HOMO level, eV: -10.53

=====

ORCA calculation (the ωB97M-V functional and the def2-TZVPD basis) on C40H60GeN5P3PtS as an isolated structure.

Each line ends with the Mulliken spin population.
Atoms and positions in Å:
Pt  -0.278  0.114  -1.634  0.8496
C  -1.645  -4.454  -2.659  0.0333
C  -1.749  -2.947  -2.496  0.0411
C  -3.131  -2.486  -2.061  0.0058
P  -0.533  -2.252  -1.362  0.3285
C  -1.214  -2.452  0.385  0.0499
N  -0.416  -1.702  1.321  0.0851
Ge  -0.041  0.071  0.922  -0.0186
N  1.597  0.934  1.159  0.0604
C  2.314  1.463  0.026  0.0547
P  2.250  0.323  -1.418  0.0976
C  3.125  1.264  -2.795  0.0406
C  2.533  2.663  -3.002  0.0196
C  2.888  0.491  -4.061  0.0434
C  3.509  -0.980  -0.906  0.0809
C  4.921  -0.507  -1.154  0.0039
C  3.387  -1.307  0.592  -0.0031
C  1.821  1.502  2.423  -0.0123
C  2.580  2.637  2.613  0.0109
C  2.729  3.175  3.908  -0.0024
C  2.205  2.492  4.984  0.0089
C  1.385  1.397  4.825  -0.0025
C  1.174  0.957  3.525  0.0208
N  0.177  -0.045  3.186  -0.0050
C  0.578  -1.345  3.442  -0.0091
C  1.153  -1.815  4.629  -0.0002
C  1.288  -3.163  4.832  0.0017
C  0.820  -4.025  3.900  -0.0001
C  0.165  -3.601  2.748  0.0065
C  0.096  -2.252  2.480  -0.0210
C  -1.109  0.410  3.701  -0.0015
C  -1.591  0.102  4.953  0.0011
C  -2.757  0.788  5.428  0.0008
C  -3.340  1.772  4.655  0.0006
C  -2.890  1.964  3.334  0.0110
C  -1.865  1.249  2.804  -0.0250
N  -1.511  1.190  1.472  0.0896
C  -1.627  2.356  0.609  0.1737
P  -1.876  1.747  -1.073  0.1953
C  -3.634  1.132  -0.931  0.0376
C  -4.608  1.884  -0.065  0.0244
C  -4.176  0.978  -2.345  0.0209
C  -1.946  3.375  -2.117  0.0108
C  -0.504  3.947  -2.338  0.0286
C  -2.902  4.384  -1.534  0.0204
C  1.113  -3.012  -1.570  0.0118
C  1.348  -4.444  -1.017  0.0259
C  1.524  -2.987  -3.060  0.0388
H  -2.565  -4.779  -3.154  -0.0001
H  -1.436  -4.905  -1.705  -0.0012
H  -0.822  -4.665  -3.325  -0.0036
H  -1.529  -2.569  -3.520  0.0072
H  -3.493  -2.986  -1.174  -0.0006
H  -3.793  -2.681  -2.897  -0.0017
H  -3.065  -1.430  -1.962  -0.0002
H  -1.242  -3.523  0.564  0.0032
H  -2.237  -2.069  0.438  0.0081
H  3.359  1.626  0.300  -0.0022
H  1.863  2.357  -0.398  0.0682
H  4.125  1.346  -2.451  0.0056
H  1.548  2.656  -3.477  0.0039
H  3.205  3.163  -3.726  0.0020
H  2.376  3.294  -2.108  -0.0009
H  1.833  0.509  -4.363  -0.0124
H  3.162  -0.545  -4.032  0.0001
H  3.486  0.883  -4.909  -0.0005
H  3.354  -1.859  -1.515  0.0138
H  5.178  0.406  -0.606  0.0010
H  5.143  -0.365  -2.201  0.0007
H  5.628  -1.262  -0.822  0.0010
H  3.587  -0.445  1.181  0.0020
H  4.255  -2.023  0.803  -0.0046
H  2.418  -1.633  0.903  0.0119
H  2.979  3.167  1.820  -0.0004
H  3.274  4.077  4.079  0.0000
H  2.320  2.797  6.043  0.0003
H  0.866  1.077  5.691  0.0005
H  1.480  -1.043  5.352  -0.0001
H  1.740  -3.483  5.774  0.0000
H  0.801  -5.072  4.129  -0.0003
H  -0.216  -4.321  2.028  0.0004
H  -1.040  -0.698  5.470  -0.0002
H  -3.266  0.482  6.327  0.0001
H  -4.072  2.450  5.087  -0.0001
H  -3.353  2.740  2.763  0.0016
H  -0.756  3.041  0.576  0.0323
H  -2.539  2.896  0.820  0.0024
H  -3.437  0.180  -0.489  -0.0016
H  -4.934  2.732  -0.597  0.0005
H  -4.315  2.193  0.941  -0.0029
H  -5.496  1.305  0.096  -0.0013
H  -4.116  1.934  -2.884  0.0022
H  -5.261  0.666  -2.400  0.0014
H  -3.582  0.260  -2.903  -0.0028
H  -2.252  3.071  -3.106  0.0141
H  -0.249  4.479  -1.388  -0.0039
H  -0.565  4.674  -3.142  -0.0022
H  0.099  3.131  -2.503  0.0105
H  -2.866  4.561  -0.486  0.0018
H  -3.941  4.226  -1.800  -0.0018
H  -2.670  5.367  -1.999  0.0023
H  1.782  -2.369  -1.060  -0.0387
H  0.610  -5.077  -1.387  -0.0031
H  1.331  -4.472  0.046  -0.0011
H  2.347  -4.887  -1.200  0.0029
H  0.887  -3.574  -3.720  -0.0052
H  2.544  -3.409  -3.148  0.0007
H  1.582  -1.879  -3.398  -0.0006
S  -0.944  0.629  -3.720  0.3511
C  -0.458  -0.331  -4.996  -0.0343
N  0.014  -1.002  -5.814  0.1418

2S+1: 4
⟨S²⟩: 3.765
F_max, eV/Å: 3.976
Energy relative to the best compared isomer or geometry (same formula, charge and spin), kcal per mole: 0.0
Net charge: +1
HOMO level (alpha / beta), eV: -7.29 / -9.92